No. 1
{"formula": "C9H13AsF6MnO2S5Se2", "method": "ωB97M-V with the def2-TZVPD basis set", "mol_weight_g_mol": 715.30, "homo_energy_ev": [-5.2, -5.5], "gap_ev": [5.7, 7.5], "e_tot_ha": -11281.23916, "multiplicity": 5, "lumo_ev": [0.527, 1.960], "total_charge": -1, "elements": ["Mn", "O", "C", "C", "C", "O", "C", "Se", "C", "Se", "H", "H", "H", "H", "H", "H", "H", "H", "H", "H", "C", "S", "C", "C", "S", "S", "C", "S", "S", "H", "H", "H", "F", "As", "F", "F", "F", "F", "F"], "coordinates": [[0.7073, 0.1820, 0.2951], [-3.1302, -0.6764, -4.0537], [-3.1265, 0.4283, -3.1586], [-1.9338, 0.3355, -2.1819], [-0.6631, 0.3462, -3.0533], [0.5112, 0.2352, -2.2732], [-2.1284, -0.9724, -1.4039], [-0.8223, -1.4747, -0.0045], [-2.0813, 1.5750, -1.2943], [-0.7104, 1.9545, 0.0857], [-4.0043, -0.7578, -4.4401], [-4.0472, 0.4503, -2.5651], [-3.0518, 1.3701, -3.7173], [-0.6502, 1.2851, -3.6227], [-0.7327, -0.4887, -3.7568], [1.3034, 0.2626, -2.8226], [-2.1275, -1.8037, -2.1046], [-3.0911, -0.9412, -0.8937], [-3.0275, 1.5188, -0.7568], [-2.0802, 2.4699, -1.9177], [-0.7080, -2.6028, 3.9294], [1.0874, -2.4244, 4.1793], [1.1376, -0.7281, 4.6127], [1.4641, 0.2796, 3.7690], [1.9435, 0.1623, 2.1206], [1.5102, 1.8809, 4.4975], [1.0511, 1.4275, 6.1077], [0.8954, 2.5064, 7.3332], [0.8027, -0.2746, 6.2783], [-0.8982, -3.6613, 3.7616], [-1.0150, -2.0283, 3.0607], [-1.2231, -2.2618, 4.8247], [2.5087, 0.2823, -0.8179], [4.1880, 0.3487, -1.5521], [4.8509, 0.6527, 0.0008], [3.9125, 2.0416, -1.7823], [3.3700, 0.0474, -3.0721], [5.7254, 0.4067, -2.3229], [4.2836, -1.3531, -1.2885]], "forces_ev_per_angstrom": [[0.83, 0.06, -1.23], [0.03, -0.04, 0.01], [0.10, 0.09, 0.08], [0.13, -0.11, -0.17], [-0.04, -0.03, 0.15], [-0.51, 0.00, -0.07], [0.38, 0.12, 0.21], [-1.26, -0.91, -0.11], [0.41, -0.12, 0.25], [-1.22, 0.94, -0.09], [-0.03, 0.02, -0.03], [-0.01, 0.01, -0.04], [-0.02, -0.03, 0.00], [-0.04, -0.01, -0.03], [0.00, 0.05, -0.04], [0.16, -0.03, 0.01], [-0.03, -0.02, 0.00], [-0.03, -0.01, -0.05], [-0.03, 0.03, -0.03], [-0.04, 0.01, -0.02], [0.30, 0.07, 0.07], [-0.18, 0.00, 0.07], [0.09, 0.21, -0.09], [-0.46, -0.02, 0.40], [1.53, -0.01, 0.86], [-0.12, -0.34, 0.05], [0.04, -0.10, -0.14], [-0.04, 0.10, 0.15], [0.10, 0.12, -0.24], [-0.05, 0.00, 0.01], [-0.07, 0.02, -0.06], [-0.12, -0.07, -0.03], [0.63, -0.01, 0.23], [-0.42, 0.07, -0.02], [-0.05, -0.02, -0.01], [0.10, -0.16, -0.01], [0.04, 0.02, 0.00], [-0.13, -0.02, 0.02], [0.05, 0.12, -0.05]], "mulliken_charge": [0.28, -0.52, -1.48, 1.63, -0.96, -0.06, -1.27, -0.15, -1.39, -0.11, 0.32, 0.53, 0.42, 0.40, 0.51, 0.20, 0.52, 0.46, 0.45, 0.52, -0.59, -0.06, -0.15, 0.24, -0.21, -0.03, 0.11, -0.29, -0.10, 0.28, 0.07, 0.30, -0.50, 2.06, -0.46, -0.47, -0.54, -0.50, -0.47]}

No. 2
{"formula": "C60H68BrN7O2PReS3", "method": "ωB97M-V with the def2-TZVPD basis set", "mol_weight_g_mol": 1312.54, "relative_energy_ev": 3.316, "homo_energy_ev": [-14.1, -14.1], "gap_ev": [5.7, 5.4], "e_tot_ha": -7048.35454, "multiplicity": 2, "lumo_ev": [-8.438, -8.712], "total_charge": 3, "elements": ["Re", "C", "C", "C", "C", "C", "C", "C", "S", "O", "C", "C", "C", "C", "C", "C", "C", "C", "C", "C", "C", "C", "C", "C", "C", "C", "C", "C", "C", "C", "S", "O", "C", "C", "C", "C", "C", "C", "C", "H", "H", "H", "H", "H", "H", "H", "H", "H", "H", "H", "H", "H", "H", "H", "H", "H", "H", "H", "H", "H", "H", "H", "H", "H", "H", "N", "P", "N", "C", "C", "C", "C", "C", "N", "C", "C", "C", "C", "C", "N", "C", "C", "C", "C", "C", "H", "H", "H", "H", "H", "H", "H", "H", "H", "H", "H", "H", "H", "H", "H", "H", "H", "H", "H", "H", "H", "H", "H", "H", "H", "H", "H", "H", "H", "H", "Br", "C", "C", "C", "C", "N", "C", "H", "H", "H", "H", "C", "C", "C", "C", "N", "C", "S", "N", "C", "H", "H", "H", "H", "H", "H", "H", "H"], "coordinates": [[-0.5410, 0.1964, -0.0805], [-4.4266, 0.2638, 6.2416], [-3.3506, 0.3868, 5.2022], [-2.0302, 0.0516, 5.5119], [-1.0192, 0.1703, 4.5737], [-1.3401, 0.6145, 3.2978], [-2.6398, 0.9419, 2.9554], [-3.6387, 0.8311, 3.9109], [0.0174, 0.8524, 2.1830], [1.1478, 0.0484, 2.6541], [0.4464, 2.5516, 2.4910], [-0.3096, 3.2390, 3.4666], [0.2061, 4.3313, 4.0968], [1.5638, 4.6608, 3.9223], [2.1795, 5.6495, 4.7306], [3.5199, 5.8703, 4.6532], [4.3074, 5.0955, 3.7712], [3.7327, 4.1841, 2.9382], [2.3272, 3.9565, 2.9549], [1.6912, 3.0065, 2.0759], [2.4812, 2.7296, 0.8256], [3.0572, 3.9240, 0.2513], [2.4133, 5.1831, 0.3877], [2.9593, 6.3075, -0.1596], [4.1987, 6.2535, -0.8326], [4.8355, 5.0583, -0.9920], [4.2660, 3.8676, -0.4837], [4.8874, 2.6115, -0.6793], [4.1887, 1.4834, -0.3985], [2.9297, 1.5376, 0.2567], [1.9173, 0.1420, -0.2484], [2.3086, -1.1855, 0.2266], [2.3430, 0.2379, -1.9836], [3.0054, -0.8428, -2.5423], [3.3398, -0.8002, -3.8885], [3.0146, 0.3013, -4.6785], [3.4074, 0.3509, -6.1268], [2.3520, 1.3783, -4.0803], [2.0249, 1.3603, -2.7364], [-4.1878, 0.8727, 7.1145], [-4.5140, -0.7674, 6.5888], [-5.3960, 0.5784, 5.8596], [-1.7892, -0.2955, 6.5096], [0.0070, -0.0761, 4.8176], [-2.8668, 1.2789, 1.9546], [-4.6615, 1.0888, 3.6591], [-1.2993, 2.8966, 3.7318], [-0.3932, 4.8853, 4.8090], [1.5663, 6.1976, 5.4355], [3.9912, 6.6108, 5.2852], [5.3819, 5.2218, 3.7643], [4.3674, 3.5947, 2.2922], [1.4610, 5.2435, 0.9001], [2.4399, 7.2532, -0.0744], [4.6345, 7.1605, -1.2300], [5.7786, 4.9993, -1.5207], [5.8687, 2.5565, -1.1334], [4.5763, 0.5149, -0.6904], [3.2694, -1.6917, -1.9244], [3.8730, -1.6342, -4.3301], [3.3539, -0.6348, -6.5881], [4.4388, 0.6971, -6.2233], [2.7776, 1.0379, -6.6904], [2.1119, 2.2516, -4.6756], [1.5542, 2.2257, -2.2818], [-1.4043, -1.2851, 0.2598], [-2.0338, -2.8527, 0.1297], [-3.4235, -2.7952, -0.7132], [-3.5051, -2.4689, -2.1512], [-4.4544, -1.2828, -2.3920], [-4.4677, -0.3579, -1.1781], [-5.0355, -1.0860, 0.0505], [-4.7034, -2.5846, -0.0172], [-2.2724, -3.3655, 1.6336], [-2.3516, -4.8246, 1.9030], [-1.7571, -5.1052, 3.2724], [-2.5948, -4.4379, 4.3751], [-3.3111, -3.1889, 3.8455], [-2.4732, -2.4741, 2.7969], [-0.9599, -3.7425, -0.7034], [-1.3523, -4.9174, -1.5163], [-0.3368, -5.1384, -2.6242], [1.0524, -5.3541, -2.0307], [1.4424, -4.1833, -1.1337], [0.3840, -3.8926, -0.0802], [-3.8624, -3.3475, -2.6937], [-2.5034, -2.2455, -2.5169], [-5.4677, -1.6436, -2.5797], [-4.1486, -0.7498, -3.2929], [-5.0453, 0.5428, -1.3980], [-3.4322, -0.0509, -0.9764], [-6.1194, -0.9660, 0.0974], [-4.6263, -0.6547, 0.9714], [-5.4649, -3.1266, -0.5797], [-4.6625, -3.0324, 0.9736], [-1.8061, -5.3543, 1.1237], [-3.3930, -5.1570, 1.8561], [-0.7319, -4.7255, 3.2835], [-1.6957, -6.1816, 3.4276], [-1.9466, -4.1742, 5.2118], [-3.3347, -5.1377, 4.7636], [-3.5294, -2.4928, 4.6551], [-4.2753, -3.4579, 3.4035], [-1.5011, -2.1944, 3.2080], [-2.9720, -1.5653, 2.4656], [-2.3571, -4.7743, -1.9039], [-1.3703, -5.8054, -0.8738], [-0.3371, -4.2689, -3.2902], [-0.6450, -5.9992, -3.2185], [1.7907, -5.4841, -2.8223], [1.0544, -6.2810, -1.4491], [1.6054, -3.2889, -1.7404], [2.3848, -4.3780, -0.6196], [0.6352, -2.9835, 0.4661], [0.3425, -4.7196, 0.6385], [-2.7946, 1.6262, -5.3672], [-1.6797, 0.4913, -4.3755], [-0.9978, -0.5583, -4.9720], [-0.2219, -1.3729, -4.1641], [-0.1432, -1.1122, -2.8114], [-0.7770, -0.0728, -2.2424], [-1.5400, 0.7090, -3.0194], [-1.0797, -0.7342, -6.0372], [0.3257, -2.2080, -4.5788], [0.4275, -1.7476, -2.1530], [-2.0318, 1.5466, -2.5488], [-5.5002, 2.9416, 0.6641], [-4.1775, 3.6274, 0.6857], [-3.9344, 4.8706, 1.1900], [-2.6316, 5.3974, 1.1004], [-1.6287, 4.6903, 0.5731], [-1.8670, 3.4777, 0.1158], [-0.5428, 2.6118, -0.5896], [-3.1184, 2.9585, 0.1473], [-2.3301, 6.7657, 1.5977], [-6.2403, 3.5204, 1.2098], [-5.4276, 1.9476, 1.1123], [-5.8486, 2.8240, -0.3642], [-4.7353, 5.4475, 1.6307], [-3.2719, 2.0456, -0.2653], [-2.9366, 7.4976, 1.0588], [-1.2777, 6.9974, 1.4667], [-2.6008, 6.8489, 2.6528]], "forces_ev_per_angstrom": [[-0.07, 0.27, 0.11], [0.00, 0.00, 0.00], [0.00, 0.00, 0.02], [-0.01, 0.01, -0.01], [0.03, -0.01, -0.01], [0.02, -0.01, 0.04], [-0.01, -0.05, 0.07], [-0.03, -0.01, -0.02], [-0.07, -0.18, -0.05], [-0.09, 0.02, -0.03], [0.00, 0.02, 0.04], [-0.03, 0.03, 0.06], [-0.01, -0.01, -0.02], [0.04, -0.03, 0.00], [-0.02, 0.01, 0.02], [0.01, 0.01, -0.01], [0.00, 0.01, 0.02], [0.03, -0.02, 0.04], [0.01, 0.01, 0.09], [-0.02, 0.04, -0.02], [0.02, -0.08, 0.03], [0.02, 0.00, -0.04], [-0.04, 0.06, -0.08], [-0.02, -0.01, 0.01], [0.01, 0.02, 0.00], [0.02, 0.01, -0.01], [-0.03, 0.00, -0.02], [0.02, 0.00, 0.01], [0.00, -0.02, 0.01], [-0.02, 0.05, 0.01], [-0.08, -0.10, -0.02], [0.00, 0.05, -0.03], [-0.03, -0.06, -0.03], [0.01, 0.00, 0.00], [-0.01, 0.00, 0.01], [0.01, 0.00, -0.01], [0.01, 0.00, 0.01], [-0.02, 0.01, 0.01], [-0.02, 0.02, -0.01], [0.00, 0.00, -0.01], [0.00, 0.01, -0.01], [0.01, 0.00, 0.00], [-0.01, 0.00, -0.01], [-0.01, 0.01, -0.01], [-0.03, 0.01, -0.08], [0.02, -0.01, 0.00], [0.06, 0.04, -0.01], [0.02, -0.01, 0.00], [0.01, -0.01, -0.01], [0.00, -0.01, 0.00], [-0.01, 0.00, 0.00], [-0.01, 0.01, 0.03], [0.03, 0.00, -0.05], [0.01, -0.01, 0.00], [-0.01, -0.01, 0.00], [-0.01, 0.00, 0.00], [-0.02, 0.00, 0.00], [-0.01, 0.02, 0.01], [0.00, 0.00, 0.00], [-0.01, 0.01, 0.01], [0.00, 0.01, 0.00], [-0.01, 0.00, 0.00], [0.00, -0.01, 0.01], [0.00, -0.01, 0.01], [0.01, -0.01, -0.01], [0.38, -0.11, 0.11], [-0.11, 0.05, -0.07], [-0.07, -0.09, -0.04], [-0.03, 0.03, -0.01], [-0.01, 0.00, 0.02], [0.00, 0.01, -0.03], [0.01, -0.01, 0.01], [0.01, 0.08, 0.02], [0.10, 0.05, 0.08], [0.00, -0.01, -0.02], [0.01, 0.03, 0.01], [0.00, 0.00, 0.00], [0.00, 0.00, -0.02], [-0.05, -0.05, 0.02], [0.02, 0.04, 0.04], [0.03, -0.03, -0.02], [-0.01, 0.02, 0.01], [0.01, 0.01, -0.02], [-0.01, -0.01, 0.02], [-0.01, -0.03, -0.07], [0.02, 0.00, -0.01], [0.04, 0.01, 0.01], [0.00, 0.00, 0.01], [0.00, -0.02, -0.01], [-0.02, -0.01, 0.00], [0.00, 0.03, 0.03], [0.00, -0.01, 0.00], [0.00, -0.02, -0.02], [0.00, 0.00, -0.01], [0.00, 0.00, -0.01], [0.00, 0.01, 0.02], [0.00, 0.00, -0.02], [-0.01, -0.01, 0.00], [-0.01, 0.00, 0.00], [-0.01, 0.01, -0.01], [0.01, 0.00, 0.00], [0.00, 0.00, 0.01], [0.01, 0.00, 0.00], [0.01, -0.01, 0.01], [0.01, 0.03, 0.00], [0.01, 0.02, -0.01], [-0.02, 0.01, -0.01], [-0.01, 0.00, -0.01], [0.01, 0.00, 0.01], [0.00, -0.01, 0.01], [0.00, 0.01, 0.01], [0.00, 0.00, -0.03], [0.00, 0.00, 0.00], [0.00, 0.03, 0.03], [0.00, 0.01, 0.00], [0.00, 0.00, 0.00], [-0.02, 0.04, 0.00], [0.00, -0.02, -0.01], [0.00, -0.02, -0.04], [-0.05, 0.02, 0.00], [0.08, -0.08, -0.03], [0.00, 0.03, 0.03], [0.00, 0.00, 0.02], [0.00, 0.00, 0.01], [0.00, 0.01, 0.02], [0.00, -0.01, 0.00], [0.00, -0.01, 0.00], [0.02, -0.08, -0.02], [0.03, 0.06, 0.02], [-0.04, 0.00, 0.01], [0.01, -0.02, 0.02], [-0.08, 0.11, 0.14], [0.05, -0.10, -0.24], [0.00, 0.06, 0.00], [0.00, 0.00, 0.00], [0.01, 0.00, 0.00], [0.00, 0.01, 0.00], [0.00, 0.01, 0.00], [0.01, -0.01, -0.01], [-0.01, -0.07, -0.01], [0.01, -0.01, 0.00], [0.00, 0.00, 0.00], [0.00, 0.00, -0.02]], "mulliken_charge": [-0.07, -1.77, 0.68, -0.91, -0.62, -0.13, 0.45, -0.70, 2.06, -0.74, 0.04, -0.47, -1.59, 1.08, -1.12, -0.78, -0.89, -0.62, 0.38, 0.23, 0.81, 0.05, -0.85, -0.86, -0.83, -1.10, 1.77, -1.41, -0.73, -0.13, 1.75, -0.68, 0.53, -0.65, -1.06, 0.92, -1.75, -1.12, -0.66, 0.41, 0.35, 0.39, 0.46, 0.70, -0.30, 0.31, 0.73, 0.62, 0.49, 0.45, 0.49, 0.54, 0.62, 0.51, 0.44, 0.51, 0.55, 0.57, 0.75, 0.49, 0.43, 0.31, 0.43, 0.51, 0.46, 1.67, -1.50, 0.02, -0.22, -1.59, 1.37, -0.09, -1.28, 0.85, -0.12, -0.95, -0.85, -0.73, 0.74, 0.91, -0.77, -0.41, -1.16, 0.28, -1.24, 0.59, 0.02, 0.53, 0.44, 0.73, -1.56, 0.62, -0.37, 0.51, 0.52, 0.07, 0.30, 0.24, 0.53, 0.31, 0.42, 0.16, 0.31, 0.14, -0.66, 0.39, 0.39, 0.01, 0.45, 0.46, 0.36, -0.59, 0.67, 0.80, 0.42, -0.07, -0.76, -0.67, -0.55, -0.21, 1.19, -0.39, 0.63, 0.58, -0.04, 0.23, -1.38, 1.36, -1.29, 0.82, -0.13, 0.09, -0.43, 0.31, -1.46, 0.45, 0.16, 0.33, 0.54, -0.28, 0.44, 0.25, 0.39]}